# 1
C11H12N2PSn as an isolated structure in a non-equilibrium geometry. Source: the Open Molecules 2025 dataset; level of theory: ωB97M-V with the def2-TZVPD basis set.

```
27
Properties=species:S:1:pos:R:3
C -1.105 1.935 -0.817
C -0.697 3.228 -1.268
C 0.125 3.792 -0.252
C 0.110 2.931 0.890
C -0.614 1.759 0.524
Sn 0.561 -1.143 -0.961
P -1.310 -3.160 -1.491
H -1.667 1.194 -1.389
H -0.923 3.672 -2.238
H 0.653 4.742 -0.327
H -0.746 0.872 1.136
H 0.597 3.112 1.847
H -0.790 -4.320 -2.158
H -2.217 -2.699 -2.509
H -2.194 -3.763 -0.543
N 4.399 -5.255 3.483
C 3.736 -4.407 3.019
C 2.921 -3.384 2.408
C 3.513 -2.413 1.589
C 2.719 -1.486 0.938
N 1.354 -1.519 1.041
C 0.776 -2.427 1.873
C 1.531 -3.346 2.583
H 4.595 -2.373 1.468
H 3.151 -0.718 0.297
H -0.309 -2.406 1.944
H 1.051 -4.044 3.264
```

## Properties
Energy relative to the best compared isomer or geometry (same formula, charge and spin)   0.7 kcal/mol
Total charge   +1
Energy   -29690.877 eV
E_LUMO (alpha / beta)   -0.1763 / -0.1776 Ha
Kohn-Sham gap (alpha / beta)   5.99 / 5.53 eV

***

# 2
A 2-piece molecular cluster, CF2N2 overall in a non-equilibrium geometry. Source: the Open Molecules 2025 dataset; level of theory: ωB97M-V with the def2-TZVPD basis set.

```
5
Properties=species:S:1:pos:R:3
C -0.206 -0.555 -0.943
N 0.500 1.263 0.595
N 1.137 1.320 1.489
F -0.049 -1.759 -0.526
F -1.383 -0.270 -0.615
```

## Properties
Energy relative to the best compared isomer or geometry (same formula, charge and spin)   4.7 kcal/mol
Energy   -9450.448 eV
E_LUMO   0.0132 Ha
Kohn-Sham gap   11.17 eV

***

# 3
C2HInO3 as an isolated structure in a non-equilibrium geometry. Source: the Open Molecules 2025 dataset; level of theory: ωB97M-V with the def2-TZVPD basis set.

```
7
Properties=species:S:1:pos:R:3
O 0.367 1.796 -0.512
O -1.025 -1.307 -0.292
O 0.761 0.249 0.722
C -0.942 -0.264 -0.989
C 0.349 0.537 -0.509
In 0.154 -1.527 1.218
H 0.789 1.628 0.773
```

## Properties
Energy relative to the best compared isomer or geometry (same formula, charge and spin)   122.5 kcal/mol
Total charge   +2
Energy   -13378.048 eV
E_LUMO (alpha / beta)   -0.5076 / -0.5189 Ha
Kohn-Sham gap (alpha / beta)   8.76 / 6.74 eV

***

# 4
A single C4H7NO molecule. Source: the Open Molecules 2025 dataset; level of theory: ωB97M-V with the def2-TZVPD basis set.

```
13
Properties=species:S:1:pos:R:3
O 2.283 1.316 -0.161
C 1.901 0.237 -0.563
N 0.590 -0.104 -0.722
C -0.496 0.722 -0.181
C -1.485 -0.266 0.467
C -0.589 -1.458 0.705
H 2.582 -0.590 -0.831
H -0.046 1.393 0.555
H -0.959 1.341 -0.959
H -1.912 0.159 1.383
H -2.301 -0.508 -0.223
H 0.361 -1.045 -1.030
H 0.069 -1.199 1.559
```

## Properties
Energy relative to the best compared isomer or geometry (same formula, charge and spin)   107.8 kcal/mol
Energy   -7794.970 eV
E_LUMO   -0.0163 Ha
Kohn-Sham gap   8.53 eV

***

# 5
C40H62O2P2SSeTa as an isolated structure in a non-equilibrium geometry. Source: the Open Molecules 2025 dataset; level of theory: ωB97M-V with the def2-TZVPD basis set.

```
109
Properties=species:S:1:pos:R:3
Ta 1.050 1.069 -1.169
C -2.558 -5.752 -1.297
C -2.039 -5.121 0.008
C -1.404 -6.211 0.868
C -3.224 -4.505 0.771
C -1.047 -4.021 -0.342
C -1.484 -2.866 -0.998
C -0.594 -1.846 -1.208
Se -1.143 -0.252 -2.132
C -2.225 0.666 -0.811
C -3.473 0.199 -0.463
C -4.261 0.971 0.387
C -3.794 2.249 0.704
C -2.559 2.769 0.321
C -1.731 1.887 -0.371
O -0.377 2.109 -0.649
C -2.193 4.241 0.576
C -3.305 4.986 1.320
C -2.002 4.919 -0.792
C -0.912 4.364 1.403
C -5.591 0.479 0.942
C -5.480 0.441 2.476
C -5.939 -0.923 0.441
C -6.719 1.441 0.532
C 0.760 -1.929 -0.862
O 1.467 -0.726 -0.995
C 1.265 -3.124 -0.377
C 0.314 -4.114 -0.088
C 2.756 -3.442 -0.155
C 3.034 -4.928 -0.466
C 3.115 -3.165 1.312
C 3.654 -2.609 -1.076
H -3.301 -6.515 -1.061
H -1.749 -6.229 -1.855
H -3.035 -5.012 -1.944
H -2.166 -6.943 1.137
H -0.986 -5.813 1.797
H -0.622 -6.752 0.329
H -3.890 -5.298 1.112
H -3.814 -3.842 0.132
H -2.890 -3.942 1.647
H -2.509 -2.772 -1.339
H -3.836 -0.742 -0.855
H -4.445 2.889 1.281
H -4.246 4.971 0.766
H -3.014 6.032 1.435
H -3.474 4.581 2.320
H -2.928 4.889 -1.369
H -1.223 4.430 -1.384
H -1.728 5.967 -0.651
H -1.048 3.907 2.389
H -0.669 5.418 1.554
H -0.067 3.891 0.904
H -4.675 -0.227 2.793
H -6.415 0.069 2.897
H -5.295 1.432 2.894
H -5.190 -1.661 0.747
H -6.054 -0.953 -0.646
H -6.891 -1.228 0.874
H -6.549 2.457 0.895
H -7.662 1.094 0.955
H -6.827 1.477 -0.554
H 0.685 -5.036 0.336
H 2.752 -5.584 0.359
H 4.103 -5.067 -0.632
H 2.512 -5.258 -1.366
H 2.438 -3.691 1.988
H 3.068 -2.093 1.532
H 4.132 -3.505 1.520
H 3.381 -2.757 -2.126
H 4.691 -2.923 -0.950
H 3.600 -1.549 -0.835
C 0.992 0.140 2.316
P 1.998 1.248 1.299
C 2.107 2.802 2.217
C 3.690 0.619 1.269
C 4.266 0.161 2.454
C 5.575 -0.296 2.461
C 6.313 -0.300 1.284
C 5.753 0.170 0.106
C 4.441 0.636 0.092
P 3.755 1.405 -1.401
C 4.446 0.573 -2.850
C 4.560 3.035 -1.384
H 1.058 -0.882 1.939
H -0.049 0.472 2.288
H 1.341 0.172 3.348
H 1.117 3.190 2.438
H 2.673 3.552 1.662
H 2.628 2.585 3.151
H 3.697 0.152 3.378
H 6.017 -0.647 3.384
H 7.334 -0.661 1.284
H 6.349 0.169 -0.797
H 4.088 -0.454 -2.924
H 5.534 0.576 -2.791
H 4.151 1.120 -3.747
H 4.449 3.543 -2.341
H 5.621 2.866 -1.198
H 4.162 3.661 -0.587
C 1.590 4.560 -2.241
S 0.812 3.145 -3.050
C 1.609 3.180 -4.668
H 2.661 4.558 -2.417
H 1.370 4.524 -1.173
H 1.142 5.459 -2.664
H 1.440 4.176 -5.071
H 1.114 2.448 -5.303
H 2.675 2.973 -4.601
```

## Properties
Energy relative to the best compared isomer or geometry (same formula, charge and spin)   4.3 kcal/mol
Total charge   +3
Energy   -142870.899 eV
E_LUMO   -0.3716 Ha
Kohn-Sham gap   6.11 eV

***

# 6
A 6-piece molecular cluster, C26H68N8O10 overall in a non-equilibrium geometry. Source: the Open Molecules 2025 dataset; level of theory: ωB97M-V with the def2-TZVPD basis set.

```
112
Properties=species:S:1:pos:R:3
C 7.580 -0.067 6.649
O 7.290 -0.776 5.394
C 6.791 0.068 4.370
C 5.797 -0.684 3.434
N 6.593 -1.608 2.601
C 5.594 -2.384 1.776
C 5.711 -3.927 2.033
O 5.645 -4.259 3.451
C 4.334 -4.193 3.983
H 8.322 0.723 6.531
H 7.948 -0.701 7.456
H 6.657 0.394 7.000
H 7.691 0.260 3.787
H 6.353 0.956 4.826
H 5.421 0.124 2.806
H 5.020 -1.205 3.994
H 7.010 -2.229 3.279
H 5.752 -2.154 0.722
H 4.536 -2.190 1.949
H 6.748 -4.034 1.715
H 5.052 -4.596 1.477
H 4.257 -3.135 4.231
H 4.142 -4.732 4.911
H 3.471 -4.326 3.331
C -2.414 4.340 -0.743
O -1.621 4.538 0.400
C -0.760 5.683 0.238
C 0.025 5.779 1.511
N -0.667 6.557 2.526
C 0.119 7.044 3.668
C -0.892 7.116 4.840
O -1.933 6.216 4.787
C -1.643 4.870 5.357
H -1.748 3.769 -1.391
H -2.831 5.237 -1.202
H -3.235 3.652 -0.540
H -1.315 6.614 0.121
H -0.051 5.560 -0.581
H 1.027 6.118 1.245
H 0.066 4.762 1.900
H -1.459 6.126 2.981
H 0.630 7.997 3.530
H 0.857 6.243 3.711
H -1.362 8.096 4.768
H -0.295 7.156 5.751
H -2.370 4.133 5.017
H -1.773 4.800 6.437
H -0.691 4.447 5.037
C -1.012 -0.244 -7.750
O -1.927 0.346 -6.791
C -2.635 1.496 -7.165
C -3.678 1.176 -8.248
N -3.174 1.139 -9.579
C -2.267 2.210 -9.930
C -2.905 3.606 -9.898
O -2.466 4.745 -10.563
C -2.983 5.973 -10.087
H -1.355 -0.349 -8.780
H -0.835 -1.265 -7.411
H 0.019 0.097 -7.656
H -1.825 2.155 -7.476
H -3.135 1.748 -6.229
H -4.499 1.892 -8.237
H -4.267 0.293 -7.996
H -2.807 0.233 -9.836
H -2.083 2.175 -11.003
H -1.265 2.258 -9.503
H -3.120 3.882 -8.866
H -3.907 3.356 -10.247
H -2.541 6.769 -10.685
H -2.589 6.211 -9.098
H -4.070 6.038 -10.138
C -0.574 -1.518 4.633
O 0.000 -1.059 3.368
C -0.987 -0.755 2.382
C -0.368 -0.865 1.023
N -0.279 -2.248 0.235
C 0.602 -2.198 -0.849
C 0.527 -3.376 -1.811
O 1.119 -4.493 -1.151
C 1.697 -5.450 -1.958
H 0.209 -1.243 5.340
H -0.882 -2.553 4.782
H -1.365 -0.828 4.929
H -1.294 0.262 2.626
H -1.880 -1.375 2.467
H 0.566 -0.338 0.828
H -1.105 -0.361 0.397
H 0.068 -2.876 0.946
H 1.612 -2.161 -0.440
H 0.366 -1.345 -1.485
H 1.054 -3.049 -2.707
H -0.497 -3.634 -2.078
H 2.177 -5.132 -2.884
H 1.009 -6.224 -2.298
H 2.496 -5.980 -1.439
N -1.782 -7.168 4.003
C -1.640 -7.092 5.278
N -2.456 -6.282 5.813
O -0.745 -7.549 5.939
H -1.042 -7.527 3.416
H -2.585 -6.646 3.683
H -2.381 -6.014 6.784
H -3.191 -5.960 5.200
N -4.946 -3.749 0.657
C -5.726 -4.494 1.346
N -6.690 -4.955 0.568
O -5.643 -4.733 2.541
H -5.102 -3.752 -0.341
H -3.997 -3.572 0.952
H -7.138 -5.640 1.161
H -7.263 -4.189 0.242
```

## Properties
Energy relative to the best compared isomer or geometry (same formula, charge and spin)   170.5 kcal/mol
SMILES   COCCNCCOC.COCCNCCOC.COCCNCCOC.COCCNCCOC.NC(N)=O.NC(N)=O
Energy   -60450.763 eV
E_LUMO   0.0084 Ha
Kohn-Sham gap   8.45 eV

***

# 7
C40H41InN8PS as an isolated structure. Source: the Open Molecules 2025 dataset; level of theory: ωB97M-V with the def2-TZVPD basis set.

```
92
Properties=species:S:1:pos:R:3
In -0.417 0.529 0.999
C 3.085 -0.348 3.911
C 2.057 -0.315 2.827
N 1.327 0.705 2.562
N 1.460 1.810 3.338
C 0.615 2.778 3.077
N 0.756 3.891 3.824
S -0.615 2.875 1.843
C 1.797 -1.540 2.031
C 2.515 -2.707 2.265
C 2.241 -3.837 1.514
C 1.256 -3.777 0.545
C 0.572 -2.586 0.383
N 0.830 -1.499 1.102
H 3.179 0.635 4.361
H 2.800 -1.066 4.683
H 4.055 -0.654 3.515
H 1.409 3.871 4.590
H 0.066 4.618 3.778
H 3.277 -2.730 3.030
H 2.793 -4.752 1.686
H 1.008 -4.632 -0.068
H -0.224 -2.497 -0.342
N 0.983 1.385 -2.263
P 1.774 0.840 -0.864
C 3.122 2.019 -0.586
C 2.885 3.070 0.297
C 3.857 4.036 0.509
C 5.070 3.954 -0.158
C 5.312 2.909 -1.042
C 4.343 1.943 -1.256
C 2.634 -0.651 -1.439
C 2.247 -1.333 -2.589
C 2.878 -2.518 -2.947
C 3.896 -3.031 -2.159
C 4.289 -2.352 -1.011
C 3.663 -1.171 -0.653
C -0.276 1.974 -2.223
C -0.750 2.671 -3.339
C -1.992 3.258 -3.271
C -2.734 3.160 -2.096
C -2.190 2.449 -1.054
N -0.992 1.848 -1.111
H 1.529 1.611 -3.083
H 1.933 3.139 0.810
H 3.667 4.849 1.196
H 5.832 4.704 0.009
H 6.258 2.846 -1.563
H 4.544 1.125 -1.938
H 1.455 -0.938 -3.209
H 2.576 -3.035 -3.849
H 4.389 -3.952 -2.440
H 5.092 -2.743 -0.399
H 3.988 -0.639 0.235
H -0.139 2.744 -4.229
H -2.381 3.800 -4.123
H -3.707 3.616 -1.998
H -2.726 2.343 -0.118
C -1.312 -2.806 -2.572
C -1.230 -1.279 -2.542
C -2.575 -0.654 -2.302
C -3.396 -0.357 -3.381
C -4.668 0.159 -3.187
C -5.115 0.399 -1.902
C -4.313 0.138 -0.794
C -4.835 0.525 0.572
C -5.895 -0.435 1.116
C -3.041 -0.413 -1.006
N -2.199 -0.657 0.126
C -2.652 -1.520 1.000
C -2.175 -1.554 2.317
C -2.424 -2.427 3.387
C -1.706 -1.923 4.465
C -1.058 -0.765 4.005
N -1.342 -0.539 2.721
H -0.324 -3.258 -2.683
H -1.935 -3.137 -3.403
H -1.769 -3.191 -1.656
H -0.837 -0.918 -3.495
H -0.524 -0.953 -1.773
H -3.031 -0.542 -4.385
H -5.302 0.380 -4.036
H -6.099 0.825 -1.743
H -5.282 1.519 0.485
H -4.019 0.618 1.291
H -6.725 -0.532 0.416
H -6.291 -0.073 2.065
H -5.488 -1.432 1.284
H -3.453 -2.198 0.707
H -3.057 -3.300 3.367
H -1.670 -2.317 5.467
H -0.427 -0.089 4.565
```

## Properties
Energy relative to the best compared isomer or geometry (same formula, charge and spin)   0.0 kcal/mol
Total charge   +1
Energy   -79362.754 eV
E_LUMO   -0.1003 Ha
Kohn-Sham gap   7.42 eV

***

# 8
A single C3H5NS2 molecule in a non-equilibrium geometry. Source: the Open Molecules 2025 dataset; level of theory: ωB97M-V with the def2-TZVPD basis set.

```
11
Properties=species:S:1:pos:R:3
N -0.342 -1.537 0.484
C -0.242 -0.244 0.843
S -1.182 0.569 1.917
C 0.891 0.647 0.229
C 0.112 1.023 -1.046
S 0.401 0.227 -2.441
H -0.498 -1.956 -0.634
H -1.184 -1.939 0.911
H 1.728 -0.024 -0.222
H 1.118 1.469 1.044
H -0.802 1.763 -1.086
```

## Properties
Energy relative to the best compared isomer or geometry (same formula, charge and spin)   55.0 kcal/mol
SMILES   NC(=S)CC=S
Energy   -26350.348 eV
E_LUMO   -0.0372 Ha
Kohn-Sham gap   7.67 eV

***

# 9
C28H41B2Cl4MnNO33 as an isolated structure in a non-equilibrium geometry. Source: the Open Molecules 2025 dataset; level of theory: ωB97M-V with the def2-TZVPD basis set.

```
110
Properties=species:S:1:pos:R:3
Mn 3.158 -1.833 1.890
O -0.239 -7.490 0.632
C -0.032 -6.686 -0.199
O -0.241 -5.381 -0.184
B 0.140 -4.841 -1.476
O 0.610 -5.966 -2.325
C 0.586 -7.049 -1.572
O 0.937 -8.134 -1.879
O 1.240 -3.853 -1.321
C 0.936 -2.752 -1.960
O 1.619 -1.777 -2.019
C -0.482 -2.889 -2.499
O -0.958 -4.068 -2.090
O -1.009 -2.041 -3.121
O -0.252 0.262 3.247
C -0.460 0.476 2.095
O -1.471 0.982 1.476
B -1.440 0.683 0.039
O -0.112 -0.017 -0.143
C 0.465 -0.160 0.990
O 1.429 -0.857 1.296
O -1.458 1.893 -0.772
C -2.439 1.850 -1.673
O -2.709 2.696 -2.449
C -3.151 0.498 -1.459
O -2.539 -0.115 -0.464
O -4.049 0.129 -2.097
Cl 2.744 2.984 -2.932
C 2.082 4.563 -2.415
C 2.890 5.724 -2.953
Cl 1.886 6.867 -3.877
H 2.078 4.580 -1.330
H 1.030 4.622 -2.663
H 3.700 5.436 -3.620
H 3.435 6.260 -2.176
Cl -0.576 4.157 1.356
C -2.014 4.131 2.368
C -1.774 4.007 3.855
Cl -1.030 5.474 4.529
H -2.603 3.267 2.043
H -2.726 4.934 2.171
H -1.146 3.137 4.039
H -2.719 3.884 4.377
C -3.586 -0.038 4.160
N -3.266 1.084 5.096
O -2.200 1.043 5.669
O -4.038 2.019 5.106
H -3.008 0.104 3.251
H -4.630 0.023 3.882
H -3.249 -0.907 4.715
C -1.978 -4.208 1.928
O -0.788 -3.395 2.015
C 0.188 -3.705 2.799
O 1.191 -3.024 2.824
O -0.137 -4.600 3.693
C 0.874 -5.070 4.601
H -2.634 -3.938 2.757
H -1.736 -5.263 1.949
H -2.492 -3.923 1.018
H 0.404 -5.001 5.578
H 1.706 -4.370 4.523
H 1.201 -6.083 4.387
C -4.896 2.600 -5.163
O -5.838 1.517 -5.236
C -5.344 0.394 -5.781
O -4.194 0.150 -5.898
O -6.318 -0.482 -6.027
C -7.695 -0.115 -6.004
H -3.944 2.206 -4.816
H -5.251 3.403 -4.521
H -4.877 3.039 -6.166
H -7.887 0.585 -5.194
H -8.172 -1.037 -5.672
H -8.080 0.240 -6.954
C -0.080 2.532 -7.126
O -0.995 1.617 -6.527
C -0.630 0.878 -5.466
O -1.273 -0.055 -5.100
O 0.623 1.162 -5.073
C 1.128 0.281 -4.077
H 0.920 2.111 -7.151
H -0.137 3.477 -6.579
H -0.376 2.782 -8.144
H 2.165 0.523 -3.874
H 1.015 -0.727 -4.463
H 0.595 0.405 -3.136
C 5.336 -3.344 5.486
O 4.362 -2.382 5.894
C 3.579 -1.756 5.078
O 3.499 -1.999 3.868
O 2.913 -0.857 5.716
C 2.312 0.233 5.008
H 5.686 -3.104 4.475
H 4.977 -4.364 5.512
H 6.216 -3.094 6.071
H 3.062 0.992 4.793
H 1.532 0.663 5.627
H 1.807 -0.126 4.118
C 6.704 2.318 2.383
O 5.686 1.367 2.774
C 4.613 1.177 2.054
O 3.958 0.142 2.114
O 4.258 2.232 1.374
C 3.399 2.085 0.218
H 7.527 1.853 1.852
H 7.089 2.590 3.369
H 6.339 3.235 1.937
H 2.599 2.825 0.276
H 2.950 1.101 0.116
H 3.980 2.390 -0.653
```

## Properties
Expectation value of S²   8.752
Energy   -181527.563 eV
E_LUMO (alpha / beta)   -0.0884 / -0.0953 Ha
Kohn-Sham gap (alpha / beta)   6.75 / 6.56 eV
2S+1   6